{"formula": "C41H34IMoN7S", "method": "ωB97M-V/def2-TZVPD", "elements": ["Mo", "C", "C", "C", "C", "C", "C", "C", "C", "C", "C", "C", "C", "C", "C", "C", "N", "H", "H", "H", "H", "H", "H", "H", "H", "H", "H", "N", "C", "C", "C", "C", "C", "C", "C", "C", "C", "C", "C", "C", "N", "C", "C", "C", "C", "N", "H", "H", "H", "H", "H", "H", "H", "H", "H", "H", "N", "C", "C", "N", "C", "H", "H", "H", "H", "C", "S", "C", "H", "H", "H", "H", "H", "H", "I", "C", "C", "C", "C", "N", "C", "H", "H", "H", "H"], "coordinates": [[0.15591, -0.39531, 0.29239], [-2.22141, 3.31035, -0.32003], [-3.52945, 2.83629, -0.21812], [-3.75150, 1.52797, 0.16215], [-2.66506, 0.68111, 0.41383], [-1.36525, 1.11674, 0.21532], [-1.15300, 2.45623, -0.10982], [-2.80769, -0.68021, 0.93772], [-3.99479, -1.08566, 1.57408], [-4.05429, -2.29871, 2.18213], [-2.95064, -3.17133, 2.10683], [-2.99011, -4.45115, 2.70749], [-1.94654, -5.31590, 2.57086], [-0.84606, -4.93616, 1.77852], [-0.77921, -3.69629, 1.20420], [-1.80522, -2.75314, 1.39129], [-1.71806, -1.45615, 0.87401], [-2.03705, 4.34445, -0.58750], [-4.36571, 3.49448, -0.42287], [-4.76648, 1.15849, 0.24222], [-0.14614, 2.83796, -0.24501], [-4.83172, -0.40501, 1.61519], [-4.94660, -2.60572, 2.71886], [-3.87734, -4.73210, 3.26360], [-1.97298, -6.29106, 3.04002], [-0.04318, -5.64284, 1.60583], [0.04634, -3.45215, 0.56680], [6.22297, -8.79891, -0.24386], [5.59824, -7.83435, -0.28159], [4.80308, -6.62881, -0.30927], [3.43775, -6.70333, -0.57387], [2.66684, -5.55297, -0.54966], [3.24344, -4.31739, -0.24618], [4.61647, -4.25189, -0.02133], [5.39490, -5.39450, -0.05802], [2.35322, -3.13058, -0.07983], [1.56043, -2.77671, -1.16745], [1.52312, -3.43361, -2.41897], [0.36574, -3.03767, -3.05949], [-0.26207, -2.13015, -2.20507], [0.45953, -1.90390, -1.09674], [2.25908, -2.57041, 1.20245], [3.01116, -3.00334, 2.31437], [2.61645, -2.25975, 3.40159], [1.62427, -1.39708, 2.94179], [1.36607, -1.54784, 1.62346], [2.98363, -7.65994, -0.79510], [1.60344, -5.62121, -0.75083], [5.09365, -3.29424, 0.16062], [6.46187, -5.33705, 0.11447], [2.26570, -4.12846, -2.78349], [0.00455, -3.36378, -4.02297], [-1.21600, -1.65136, -2.36224], [3.74804, -3.79082, 2.30722], [2.98124, -2.32058, 4.41634], [1.09814, -0.69152, 3.54824], [-1.02338, 1.43112, 4.14592], [-0.23021, 2.47369, 3.72504], [0.32347, 2.05862, 2.56019], [-0.11060, 0.77402, 2.27647], [-0.93865, 0.43897, 3.24774], [-1.59946, 1.42602, 4.97213], [-0.13484, 3.39755, 4.27139], [0.96757, 2.61017, 1.89983], [-1.45534, -0.50437, 3.34360], [3.42861, 1.11699, 1.68912], [2.58022, 0.91110, 0.10738], [3.81350, -0.18140, -0.63838], [4.45197, 1.40394, 1.45464], [3.41205, 0.18958, 2.25840], [2.96081, 1.91250, 2.25566], [4.03713, -0.99263, 0.05081], [4.70473, 0.41236, -0.83259], [3.43053, -0.59105, -1.56986], [-3.18092, 1.82841, -4.58736], [-1.28692, 1.48072, -3.81303], [-0.14145, 1.84346, -4.50311], [1.08112, 1.55285, -3.92318], [1.11495, 0.94146, -2.68404], [0.01518, 0.63193, -1.98581], [-1.16899, 0.88713, -2.57333], [-0.20093, 2.32362, -5.47233], [2.00936, 1.79178, -4.42599], [2.06856, 0.68783, -2.25639], [-2.06290, 0.60867, -2.03458]], "forces_ev_per_a": [[0.0, 1.3, -0.1], [0.0, 0.0, 0.0], [0.0, 0.0, 0.0], [-0.1, 0.0, 0.0], [-0.1, -0.2, 0.0], [0.0, 0.2, -0.1], [0.1, 0.0, 0.0], [0.1, 0.0, -0.1], [-0.1, 0.0, 0.0], [-0.1, 0.0, 0.1], [0.0, 0.0, 0.0], [-0.1, 0.0, 0.0], [0.1, -0.1, 0.0], [-0.1, -0.1, 0.0], [0.1, 0.1, -0.1], [0.0, 0.1, -0.1], [-0.1, -0.1, 0.1], [0.0, -0.1, 0.0], [0.1, -0.1, 0.0], [0.0, 0.0, 0.0], [0.0, 0.0, 0.0], [0.0, 0.0, 0.0], [0.1, 0.0, 0.0], [0.0, 0.0, 0.0], [0.0, 0.0, -0.1], [0.0, 0.0, 0.0], [0.0, 0.0, 0.0], [-0.1, 0.2, 0.0], [0.0, 0.0, 0.0], [0.0, -0.1, 0.0], [0.0, 0.0, 0.0], [0.0, 0.0, 0.0], [0.0, 0.0, 0.0], [0.1, 0.2, -0.1], [0.1, 0.0, 0.0], [-0.1, 0.0, 0.0], [-0.1, 0.1, -0.1], [0.0, -0.1, -0.1], [0.1, -0.1, -0.1], [-0.1, 0.0, 0.0], [0.3, -0.6, -0.1], [-0.1, 0.1, 0.0], [0.0, -0.1, 0.1], [0.0, 0.0, 0.1], [-0.1, -0.2, -0.2], [0.5, -0.5, 0.4], [0.0, 0.0, 0.0], [0.1, 0.0, 0.1], [-0.1, -0.1, 0.1], [0.0, 0.0, 0.0], [-0.1, 0.0, 0.1], [0.0, 0.0, 0.1], [0.1, 0.1, 0.0], [-0.1, 0.0, 0.0], [-0.1, 0.0, -0.1], [-0.1, 0.1, 0.0], [0.0, 0.2, 0.0], [-0.1, -0.1, 0.1], [0.0, -0.2, 0.0], [0.1, 0.0, -0.2], [0.1, 0.0, 0.0], [0.0, 0.0, 0.0], [0.0, -0.1, 0.0], [0.0, 0.0, 0.0], [0.0, 0.1, 0.0], [-0.1, -0.1, 0.0], [-0.3, 0.0, 0.0], [0.0, 0.0, -0.1], [0.0, 0.0, 0.0], [0.0, 0.0, 0.0], [0.0, 0.0, 0.0], [0.0, 0.0, 0.0], [0.0, 0.0, 0.0], [0.0, 0.0, 0.0], [0.0, 0.0, 0.0], [-0.1, 0.0, -0.1], [0.1, 0.0, -0.1], [0.0, 0.0, -0.1], [-0.1, -0.1, 0.0], [-0.1, 0.0, 0.1], [0.2, -0.1, 0.2], [0.0, 0.0, 0.1], [0.0, 0.0, 0.0], [0.0, 0.0, 0.0], [0.0, 0.0, 0.1]], "mulliken_charge": [-1.54, -0.95, -1.16, -0.50, 0.88, 0.98, 0.13, 0.73, -1.48, -1.16, 1.08, -0.91, -1.01, -0.63, -0.15, -0.63, 1.25, 0.49, 0.47, 0.47, 0.35, 0.47, 0.48, 0.45, 0.42, 0.55, 0.85, -0.45, -0.26, 0.48, -1.10, -0.27, -0.27, 0.10, -1.00, 1.34, -0.79, -0.70, -1.82, -0.92, 2.25, -0.83, -0.99, -1.48, -1.29, 2.81, 0.49, 0.62, 0.43, 0.50, 0.81, 0.53, 0.79, 0.73, 0.53, 0.46, -0.06, -1.09, -0.92, 1.88, -1.22, 0.29, 0.43, 0.65, 0.55, -0.86, 0.49, -1.01, 0.55, 0.07, 0.42, 0.16, 0.59, 0.36, 0.14, -0.62, -0.35, -1.36, -0.44, 1.33, -0.28, 0.44, 0.51, 0.20, 0.51], "homo_ha": [-0.485, -0.484], "s_squared": 2.03, "total_energy_ha": -2729.69101, "multiplicity": 3, "charge": 2, "orbital_gap_ev": [6.9837, 6.5767]}